This record from OMol25 describes C18H15Cl3N5O5SSeV as an isolated structure at a distorted geometry. The level of theory is ωB97M-V/def2-TZVPD.

The total energy is -6468.99607 Ha. The largest force on an atom comes out at 2.49 eV/A. The value obtained for the HOMO energy (alpha / beta) is -10.930 / -11.076 eV. Its spin multiplicity is 2. As for the LUMO energy (alpha / beta): -4.3 / -3.9 eV. The value obtained for the frontier orbital gap (alpha / beta) is 6.659 / 7.147 eV. As for the total charge: +1. As for the expectation value of S²: 0.764. The calculation puts the energy above the lowest of the compared OMol25 structures with the same formula, charge and spin at 0.00 kJ/mol.

Geometry (Å):
V -0.708007 0.623992 0.086786
O 3.402906 4.626918 1.807629
C 2.525671 3.717757 1.379258
C 2.639776 3.080472 0.136142
C 1.669947 2.176757 -0.198334
N 0.656833 1.937609 0.622905
C 0.547172 2.505606 1.821621
C 1.470102 3.416608 2.250664
C -0.681134 1.965713 2.522667
O -1.054455 2.219244 3.608680
O -1.293541 1.091794 1.639333
C 1.526259 1.322814 -1.440259
O 2.205413 1.364062 -2.406969
O 0.447925 0.496492 -1.256349
H 4.104999 4.780935 1.162041
H 3.462684 3.283375 -0.539327
H 1.398564 3.894372 3.218586
C -4.967849 -0.132977 -1.579832
N -3.794086 -0.377058 -2.400824
C -3.814854 -0.133405 -3.849021
C -2.362207 -0.426501 -4.269249
N -1.803109 -0.995120 -3.035286
C -2.629218 -0.843881 -2.005304
S -2.199793 -1.199011 -0.361635
H -5.763921 -0.829350 -1.845055
H -5.314053 0.887532 -1.739534
H -4.710788 -0.259522 -0.534101
H -4.098144 0.899467 -4.039102
H -4.540887 -0.789874 -4.328095
H -1.829443 0.482469 -4.539275
H -2.295028 -1.134133 -5.089931
H -0.817968 -1.144149 -2.890940
Se -1.803169 2.294216 -1.247605
C -3.289946 3.015123 -0.284626
C -3.900725 2.396147 0.794845
C -4.963485 3.045809 1.411017
N -5.448404 4.222794 1.016643
C -4.858141 4.790515 -0.039120
C -3.781465 4.237770 -0.716186
H -3.572951 1.433174 1.160397
H -5.445838 2.591856 2.271352
H -5.263282 5.745425 -0.356709
H -3.334387 4.754146 -1.556008
Cl 1.973741 -3.457838 -0.898005
C 1.324829 -3.435039 0.746604
Cl 2.506868 -4.006142 1.895496
Cl -0.157934 -4.357764 0.847866
C 1.024462 -2.022490 1.074149
N 0.790679 -0.927150 1.314998

Cartesian forces, eV/Å:
-1.6 -1.5 -0.8
0.0 0.0 0.0
0.2 0.1 0.0
0.3 0.2 0.0
-0.5 -0.2 0.2
0.9 0.6 0.5
-0.1 -0.2 -0.4
0.0 0.1 0.2
0.2 -0.1 -0.8
-0.2 0.0 0.4
-0.2 0.9 2.3
-0.5 -0.1 0.5
0.2 -0.1 -0.3
1.8 0.2 -1.3
0.0 0.0 0.0
0.0 0.0 0.0
0.0 0.0 0.0
0.1 0.0 -0.1
-0.3 -0.1 0.1
0.1 0.0 0.1
0.0 0.0 0.2
0.1 0.0 -0.2
0.0 0.3 0.1
0.0 -0.3 -0.2
0.0 0.0 0.0
0.0 0.0 0.0
0.0 0.0 0.0
0.0 0.1 0.0
0.0 0.0 0.0
0.0 0.1 0.0
0.0 -0.1 0.0
0.0 0.0 0.0
-0.2 0.3 -0.3
0.1 -0.2 0.0
-0.1 -0.1 0.0
-0.1 0.1 0.0
0.2 -0.1 -0.2
-0.1 0.0 0.2
-0.1 0.1 0.0
0.0 0.1 0.0
0.0 0.0 0.0
0.0 0.0 0.0
0.0 0.0 0.0
0.0 0.0 -0.1
0.0 0.5 -0.1
0.3 -0.1 0.3
-0.2 -0.1 0.0
0.1 -0.3 0.0
-0.2 0.0 -0.3